# 1
A molecular structure, C28H28N2SiV in a non-equilibrium geometry. Source: the OMol25 dataset; level of theory: ωB97M-V/def2-TZVPD.

Properties
**Net charge**: +2
**E_HOMO (alpha / beta)**: -14.1 / -14.1 eV
**Expectation value of S²**: 0.762
**2S+1**: 2
**HOMO-LUMO gap (alpha / beta)**: 6.42 / 6.63 eV
**Total energy**: -66019.4889 eV

Element x y z (Å)
C -1.3548 2.0508 2.3815
C -2.0449 1.4740 1.2954
C -1.8396 0.0202 1.3367
H -2.8215 1.9374 0.7021
C -1.0015 -0.2141 2.5230
C -0.7233 1.0296 3.1209
H -0.2045 1.1739 4.0693
H -1.4315 3.0859 2.7017
H -2.5595 -0.7138 0.9746
H -0.8335 -1.1855 2.9709
V -0.0778 0.8138 0.9421
C 2.9510 -1.9765 -1.9095
H 3.9344 -1.5234 -1.7257
H 2.2767 -1.2568 -2.3925
H 2.5220 -2.3582 -0.9668
Si -1.0058 -0.5937 -0.6249
C -1.7180 -0.3957 -2.4252
C -3.0510 -0.1525 -2.8301
H -3.8716 -0.0059 -2.1217
C -3.4037 -0.2029 -4.2015
H -4.4438 -0.0521 -4.5133
C -2.4624 -0.5230 -5.1923
H -2.7336 -0.5552 -6.2647
C -1.1488 -0.8061 -4.7880
H -0.4350 -1.1506 -5.5474
C -0.7959 -0.7424 -3.4340
H 0.2124 -1.0801 -3.1858
C -1.3103 -2.5099 -0.6025
C -2.0836 -3.2233 -1.5465
H -2.5948 -2.6822 -2.3432
C -2.2938 -4.6160 -1.4860
H -2.8683 -5.1229 -2.2749
C -1.7910 -5.3338 -0.3961
H -1.9434 -6.4113 -0.3243
C -1.1597 -4.6313 0.6420
H -0.8655 -5.1601 1.5534
C -0.9429 -3.2472 0.5378
H -0.5173 -2.7146 1.3901
H 0.4647 -0.3509 -0.7909
H 3.0755 -2.8302 -2.5431
C 3.3476 -0.0895 3.6270
C 4.0596 1.1157 3.6599
C 3.5818 2.1764 2.9086
C 2.4314 2.0035 2.1268
N 1.7824 0.7999 2.0411
C 2.2079 -0.2161 2.8361
C 1.8265 3.0900 1.3742
C 2.3667 4.3764 1.3240
C 1.6852 5.3678 0.6412
C 0.4498 5.0671 0.0602
C -0.0626 3.7779 0.1418
N 0.6644 2.7842 0.7145
H 3.6629 -0.9443 4.2133
H 4.9732 1.2304 4.2332
H 4.0739 3.1428 2.8863
H 1.5857 -1.1146 2.8244
H 3.3242 4.5299 1.8049
H 2.1280 6.3484 0.5582
H -0.1391 5.8089 -0.4611
H -1.0536 3.4818 -0.2251


# 2
2 unconnected molecules or ions with the total composition C28H28N3O5S in a non-equilibrium geometry. Source: the OMol25 dataset; level of theory: ωB97M-V/def2-TZVPD.

Properties
**Net charge**: -1
**E_HOMO**: -2.8 eV
**HOMO-LUMO gap**: 4.36 eV
**Total energy**: -55033.9894 eV

Element x y z (Å)
C -6.0178 -0.3983 2.7796
N -5.0007 -0.0503 3.7590
C -5.3076 1.1435 4.5320
C -3.6745 -0.5001 3.6073
C -2.8519 -0.0560 2.5456
C -1.5321 -0.4793 2.4598
C -0.9764 -1.3818 3.3923
C 0.4320 -1.7405 3.3252
C 1.4941 -0.8825 3.4107
C 2.8183 -1.5049 3.5579
O 2.9843 -2.7089 3.6877
N 3.9392 -0.6554 3.5820
C 5.2447 -1.2860 3.5285
C 3.8697 0.7413 3.5531
O 4.8669 1.4585 3.4520
N 2.5890 1.3004 3.6493
C 2.5463 2.7477 3.7583
C 1.3812 0.5738 3.6169
O 0.3263 1.1728 3.7922
C -1.8459 -1.9077 4.3834
C -3.1447 -1.4414 4.5213
H -5.7154 -1.3115 2.2565
H -6.9745 -0.5747 3.2887
H -6.1660 0.4091 2.0463
H -4.4796 1.3633 5.2133
H -5.4733 2.0116 3.8740
H -6.2247 0.9842 5.1146
H -3.2522 0.6585 1.8251
H -0.8872 -0.0802 1.6783
H 0.7023 -2.7901 3.3253
H 5.9871 -0.4938 3.5092
H 5.3784 -1.9281 4.4004
H 5.3103 -1.9003 2.6266
H 1.5021 3.0373 3.8077
H 3.0729 3.0523 4.6663
H 3.0384 3.2038 2.8962
H -1.4259 -2.6178 5.0985
H -3.7893 -1.8001 5.3282
C 4.6415 2.3487 -1.0481
C 4.1774 1.9291 -2.2965
C 3.4196 0.7553 -2.4131
C 3.1196 0.0123 -1.2634
S 2.1601 -1.5321 -1.3037
C 0.5150 -1.1479 -0.8259
C -0.5168 -1.9961 -1.2911
C -1.8391 -1.4654 -1.2991
C -2.9346 -2.2697 -1.5571
C -2.7580 -3.6222 -1.8767
C -1.4533 -4.1368 -1.9974
C -0.3458 -3.3430 -1.7494
O 2.1602 -1.8623 -2.7037
O 2.7390 -2.4370 -0.3296
C 3.5834 0.4349 -0.0216
C 4.3515 1.5943 0.0893
H 5.2235 3.2669 -0.9484
H 4.4052 2.5215 -3.1834
H 3.0636 0.4300 -3.3916
H 0.3303 -0.0751 -0.8039
H -1.9260 -0.3960 -1.1020
H -3.9358 -1.8455 -1.4828
H -3.6177 -4.2753 -2.0176
H -1.3057 -5.1851 -2.2679
H 0.6471 -3.7701 -1.9262
H 3.3258 -0.1656 0.8500
H 4.7234 1.8988 1.0652


# 3
A molecular structure, C28H28N7PtSeTe. Source: the OMol25 dataset; level of theory: ωB97M-V/def2-TZVPD.

Properties
**Net charge**: +1
**E_HOMO**: -9.6 eV
**HOMO-LUMO gap**: 5.69 eV
**Total energy**: -115801.6135 eV

Element x y z (Å)
Pt 0.1302 0.0270 -0.4258
C -6.1863 -0.6315 -3.0850
C -4.9876 -0.1727 -2.3016
C -4.6532 1.1785 -2.2044
C -3.5212 1.5916 -1.5347
C -2.6716 0.6854 -0.8868
N -1.5118 1.1126 -0.2496
C -1.4963 2.2844 0.4949
C -2.5749 2.6450 1.3140
C -2.5445 3.7766 2.0999
C -1.4188 4.6006 2.1485
C -1.3576 5.7988 3.0546
C -0.3441 4.2533 1.3497
C -0.3917 3.1396 0.5158
N 0.7145 2.9441 -0.3731
C 1.4783 3.9079 -0.9218
C 2.4262 3.3083 -1.7201
C 2.1606 1.9464 -1.6208
N 1.1306 1.7362 -0.8037
C -3.0338 -0.6628 -0.9596
C -4.1500 -1.0808 -1.6782
N -2.2932 -1.6712 -0.2618
C -2.7781 -2.8177 0.2515
C -1.7285 -3.5349 0.7797
C -0.6061 -2.7389 0.5655
N -0.9596 -1.6190 -0.0634
H -6.9083 0.1752 -3.2016
H -6.6876 -1.4644 -2.5918
H -5.8992 -0.9642 -4.0844
H -5.2780 1.9180 -2.6907
H -3.2658 2.6431 -1.5011
H -3.4458 2.0023 1.3233
H -3.4028 4.0123 2.7177
H -2.3571 6.1614 3.2903
H -0.8021 6.6166 2.5954
H -0.8652 5.5545 3.9980
H 0.5537 4.8589 1.3773
H 1.2814 4.9459 -0.7217
H 3.1854 3.7913 -2.3084
H 2.6423 1.1176 -2.1127
H -4.3670 -2.1393 -1.7545
H -3.8307 -3.0343 0.2148
H -1.7752 -4.4882 1.2743
H 0.4293 -2.9139 0.8107
Se 1.8774 -1.8931 -2.3444
N 1.8470 -1.1336 -0.7327
C 3.0996 -0.9294 -0.3488
C 3.5045 -0.3403 0.8892
C 4.8306 -0.2214 1.1298
C 5.8265 -0.6615 0.1855
C 5.4848 -1.2173 -0.9975
C 4.0918 -1.3680 -1.3050
N 3.6259 -1.8734 -2.4347
H 2.7535 -0.0100 1.5944
H 5.1653 0.2137 2.0625
H 6.8696 -0.5420 0.4445
H 6.2181 -1.5608 -1.7136
C 2.4730 -6.4234 0.5672
Te 3.3162 -4.4843 0.3397
C 3.4812 -4.0727 2.4288
H 1.5640 -6.3619 1.1590
H 3.1955 -7.0831 1.0376
H 2.2341 -6.7962 -0.4262
H 4.5255 -4.0571 2.7251
H 2.9620 -4.8655 2.9627
H 3.0153 -3.1180 2.6582


# 4
A molecular structure, C28H29AsCaN4O6PS6Se in a non-equilibrium geometry. Source: the OMol25 dataset; level of theory: ωB97M-V/def2-TZVPD.

Properties
**Net charge**: -1
**E_HOMO**: -3.7 eV
**HOMO-LUMO gap**: 4.09 eV
**Total energy**: -266681.3103 eV

Element x y z (Å)
Ca 0.5012 0.7052 -0.9566
Se -0.5707 2.7312 7.0103
N -0.3869 3.7645 5.5428
C -0.2398 2.8573 4.5537
C -0.0515 3.2115 3.1755
C -0.1323 4.5686 2.8118
C 0.1707 4.9035 1.4801
C 0.3934 3.9167 0.5337
N 0.3065 2.6128 0.8242
C 0.1002 2.2500 2.1424
C 0.0527 0.8361 2.4903
N 0.0849 -0.1051 1.4935
C 0.0317 -1.4009 1.8205
C 0.0154 -1.7980 3.1497
C -0.0506 -0.8761 4.1830
C -0.0780 0.4622 3.8797
C -0.2391 1.4503 4.8999
N -0.4802 1.1481 6.1896
H -0.3222 5.3316 3.5805
H 0.1828 5.9575 1.1673
H 0.6365 4.1794 -0.4876
H -0.0098 -2.1385 1.0042
H -0.0219 -2.8505 3.4049
H -0.0954 -1.1780 5.2424
O 3.6667 -2.6722 -1.6927
As 2.2649 -1.5665 -1.8994
O 2.5847 -0.0565 -1.0846
O 0.7721 -2.1913 -1.2080
C 2.0802 -1.1705 -3.8094
C 2.6781 -2.1679 -4.5775
C 2.8167 -2.1085 -5.9482
C 2.3536 -0.9686 -6.5773
C 1.6809 0.0200 -5.8801
C 1.4448 -0.1008 -4.4804
S 0.1542 1.0761 -3.8638
O -0.2568 1.6592 -5.0964
O 0.7277 2.0239 -2.8262
O -0.8798 0.2921 -3.1318
H 3.9984 -2.4431 -0.7773
H 3.0790 -3.0321 -4.0486
H 3.2566 -2.9745 -6.4346
H 2.4730 -0.8231 -7.6572
H 1.3100 0.9245 -6.4162
C 5.7918 -3.1114 3.9776
S 4.0800 -3.2848 4.5631
C 3.3923 -3.9755 3.1352
C 3.2813 -3.3057 1.8399
S 3.8339 -1.7890 1.5007
S 2.6093 -4.3681 0.6339
C 2.4096 -5.7959 1.5780
S 1.7812 -7.1656 0.9359
S 2.9057 -5.6063 3.2337
H 6.3766 -2.6902 4.8151
H 5.7973 -2.4178 3.1367
H 6.2183 -4.0772 3.6871
C -4.4719 3.1450 -2.8314
C -3.1968 2.6944 -2.1395
P -2.9248 1.1929 -1.0162
C -3.8156 -0.0897 -1.9995
C -3.2909 -1.4580 -1.5961
C -4.2353 1.5322 0.2936
C -4.0060 0.6630 1.5083
H -4.2958 4.1548 -3.2286
H -5.3630 3.1591 -2.2029
H -4.6705 2.4933 -3.6959
H -2.7397 3.4818 -1.4982
H -2.4443 2.4540 -2.8850
H -3.4577 0.0494 -3.0226
H -4.8966 0.0416 -1.8881
H -2.2193 -1.5567 -1.7793
H -3.8153 -2.2432 -2.1607
H -3.5202 -1.6685 -0.5259
H -5.2103 1.4308 -0.1498
H -4.1214 2.5702 0.5625
H -4.6063 -0.2504 1.4837
H -4.2226 1.2035 2.4274
H -2.9558 0.3285 1.5810


# 5
2 unconnected molecules or ions with the total composition C28H29BF6O2S3 in a non-equilibrium geometry. Source: the OMol25 dataset; level of theory: ωB97M-V/def2-TZVPD.

Properties
**Net charge**: 0
**E_HOMO**: -6.9 eV
**HOMO-LUMO gap**: 3.83 eV
**Total energy**: -83088.6636 eV

Element x y z (Å)
C 0.0634 -4.0004 -5.5808
C 0.1148 -2.8818 -4.6092
C -0.0756 -1.5387 -4.8528
C -0.0711 -0.7265 -3.6518
C 0.1296 -1.4321 -2.4884
B -0.0411 -0.9931 -0.8967
C -1.6580 -0.8012 -0.6867
C -2.4359 -1.8571 -0.2463
C -3.7868 -1.6502 0.0320
C -4.5957 -2.8211 0.5293
F -5.8730 -2.8219 0.0473
F -4.0260 -4.0170 0.1728
F -4.6898 -2.8305 1.9022
C -4.3889 -0.3977 -0.1346
C -3.5671 0.6404 -0.5752
C -4.1149 2.0135 -0.8309
F -3.4233 2.9585 -0.1027
F -3.9685 2.3660 -2.1510
F -5.4271 2.1501 -0.5003
C -2.2100 0.4469 -0.8500
O 0.3254 -2.0739 -0.0504
C 1.5945 -2.0928 0.5707
C 2.6751 -1.1746 -0.0975
C 3.8285 -0.9720 0.8838
C 3.2636 -1.8006 -1.3505
C 2.0724 0.2018 -0.5158
O 0.6461 0.2320 -0.6210
S 0.3230 -3.1302 -2.8950
H -0.0059 -3.6103 -6.5998
H 0.9711 -4.5988 -5.4884
H -0.8019 -4.6450 -5.3925
H -0.2270 -1.1597 -5.8689
H -0.2167 0.3510 -3.7071
H -2.0087 -2.8419 -0.0834
H -5.4490 -0.2451 0.0734
H -1.5894 1.2870 -1.1565
H 1.4333 -1.8192 1.6425
H 1.9087 -3.1507 0.5120
H 4.6082 -0.3180 0.4480
H 3.4144 -0.4732 1.7925
H 4.2828 -1.9263 1.2109
H 4.0226 -1.1103 -1.7464
H 3.7677 -2.7459 -1.1109
H 2.4868 -1.9685 -2.1091
H 2.3482 0.9952 0.2228
H 2.5083 0.5115 -1.4914
C 0.8154 5.5579 0.3230
C -0.3539 4.8393 0.6529
C -0.2609 3.5629 1.2217
C 0.9878 2.9577 1.4185
C 1.0508 1.6303 2.0240
S 2.4481 1.1439 2.8658
C 1.8569 0.1846 4.3236
C 0.5750 0.6353 4.9967
C -0.6248 0.6914 4.0645
S -0.3655 0.7087 2.2511
C 2.1560 3.6834 1.1025
C 2.0737 4.9605 0.5532
H 0.7326 6.5853 -0.0542
H -1.3483 5.2898 0.5276
H -1.1585 3.0641 1.6057
H 1.8682 -0.9010 4.0929
H 2.7034 0.3739 5.0071
H 0.3361 -0.1021 5.7805
H 0.7468 1.5926 5.4992
H -1.1957 -0.2613 4.1107
H -1.3154 1.5076 4.3134
H 3.1381 3.2592 1.3469
H 2.9966 5.5083 0.3747


# 6
A molecular structure, C28H29BrFN6O4V in a non-equilibrium geometry. Source: the OMol25 dataset; level of theory: ωB97M-V/def2-TZVPD.

Properties
**Net charge**: +3
**E_HOMO (alpha / beta)**: -15.8 / -15.8 eV
**Expectation value of S²**: 0.778
**2S+1**: 2
**HOMO-LUMO gap (alpha / beta)**: 6.22 / 6.98 eV
**Total energy**: -145060.1083 eV

Element x y z (Å)
V -0.3804 1.8046 -2.6752
F 2.5025 0.3747 3.1173
C 1.7045 -0.4965 2.3587
C 1.2953 -0.0737 1.1079
C 0.1789 -0.7225 0.4867
C -0.2723 -0.3276 -0.8220
O 0.4965 0.6024 -1.3707
C -1.3048 -1.0082 -1.5439
C -1.8708 -2.0190 -0.8011
N -1.3456 -2.5962 0.3285
C -1.8737 -3.8185 0.8167
C -2.5213 -3.9627 2.1180
C -3.3506 -4.0760 0.8018
C -0.2806 -1.9474 1.0344
C 0.2825 -2.4511 2.2304
C 1.2259 -1.7053 3.0103
N 1.6781 -2.1064 4.2496
C 0.8021 -2.7784 5.2273
C 1.4787 -4.0888 5.5806
N 2.9796 -3.8621 5.7484
C 3.5089 -2.4370 5.8745
C 2.9955 -1.6480 4.6986
C -1.9942 -0.6075 -2.8453
O -2.7273 -1.4689 -3.2940
O -1.7687 0.5701 -3.3466
H 1.7809 0.7235 0.5462
H -2.8184 -2.4384 -1.1386
H -1.2289 -4.6740 0.6213
H -2.7209 -2.9832 2.6237
H -2.3113 -4.8980 2.6417
H -4.0533 -3.2266 0.8052
H -3.5754 -5.1037 0.5001
H 0.1054 -3.4618 2.5731
H -0.1804 -2.9947 4.7249
H 0.5787 -2.0979 6.0631
H 1.4166 -4.8514 4.8068
H 1.0516 -4.5112 6.4994
H 3.4578 -4.2611 4.9052
H 3.3184 -4.4543 6.5298
H 4.6031 -2.5090 5.9070
H 3.1587 -1.9975 6.8086
H 3.6758 -1.7778 3.8634
H 3.0039 -0.6016 5.0005
C -2.9236 5.1373 -0.1425
N -2.5253 4.7948 -1.5081
C -2.8671 5.6643 -2.4958
C -2.4135 5.5164 -3.7904
C -1.5928 4.4401 -4.0833
N -1.2811 3.5717 -3.1092
C -1.6835 3.7574 -1.8006
O -1.4139 2.8302 -1.0211
N -1.0987 4.3497 -5.3255
H -3.7996 5.8012 -0.1620
H -2.1051 5.6751 0.3531
H -3.2122 4.2323 0.3909
H -3.5273 6.5391 -2.1563
H -2.7485 6.2142 -4.5698
H -1.3697 5.0790 -5.9751
H -0.5555 3.5365 -5.6111
Br 4.4761 1.8025 -6.9818
C 3.0077 1.9354 -5.7985
C 3.2892 2.1557 -4.4356
C 2.2528 2.1521 -3.4985
C 0.9803 1.7653 -3.9066
C 0.7044 1.3573 -5.2168
C 1.7010 1.5947 -6.2032
H 4.3143 2.3214 -4.1002
H 2.4972 2.3886 -2.4571
H -0.2919 0.9563 -5.5084
H 1.4851 1.4005 -7.2586


# 7
A molecular structure, C28H29Cl4N2O4RuSi. Source: the OMol25 dataset; level of theory: ωB97M-V/def2-TZVPD.

Properties
**Net charge**: +1
**E_HOMO**: -11.3 eV
**HOMO-LUMO gap**: 7.21 eV
**Total energy**: -101222.4056 eV

Element x y z (Å)
Ru -0.7221 0.5064 -0.3868
Cl -4.4300 5.7645 -3.3545
C -3.6980 4.6002 -2.3153
C -2.7429 3.7379 -2.8277
C -2.1868 2.8285 -1.9524
Cl -0.9882 1.6723 -2.5095
C -2.5194 2.7259 -0.6095
O -1.9364 1.8330 0.1978
C -3.4931 3.6133 -0.1352
Cl -3.9573 3.5250 1.5166
C -4.0762 4.5395 -0.9793
H -2.4506 3.7782 -3.8671
H -4.8263 5.2160 -0.5955
C -3.7198 -0.2930 -1.6626
Si -2.1301 -1.2451 -1.4277
C -1.3733 -1.8398 -3.0120
C -2.3786 -2.5974 -0.1845
C -3.1332 -2.3751 0.9708
C -3.3217 -3.3845 1.9035
C -2.7655 -4.6378 1.6875
C -2.0151 -4.8800 0.5437
C -1.8172 -3.8643 -0.3792
H -4.4740 -1.0041 -2.0135
H -3.6338 0.4960 -2.4096
H -4.0854 0.1446 -0.7330
H -2.0211 -2.6201 -3.4216
H -0.3848 -2.2725 -2.8579
H -1.2953 -1.0463 -3.7548
H -3.5705 -1.4002 1.1567
H -3.9050 -3.1952 2.7947
H -2.9202 -5.4289 2.4096
H -1.5873 -5.8591 0.3725
H -1.2222 -4.0638 -1.2632
C 4.5741 0.3050 -1.8733
C 3.3402 0.9306 -1.3247
C 3.0878 2.2128 -0.8818
C 1.7611 2.2221 -0.4391
N 1.2399 1.0046 -0.6076
N 2.2004 0.2387 -1.1669
C 0.9754 3.3397 0.1540
H 5.4455 0.8761 -1.5613
H 4.5528 0.2879 -2.9634
H 4.6885 -0.7196 -1.5183
H 3.7836 3.0322 -0.8423
H 2.0197 -0.7485 -1.2664
H 1.6400 4.1696 0.3839
H 0.4727 3.0266 1.0693
H 0.2181 3.7047 -0.5433
C 3.8927 -2.3065 1.5878
C 3.3803 -0.9817 2.0837
C 4.1493 0.1699 1.9300
C 3.7157 1.3827 2.4331
Cl 4.6996 2.7984 2.2136
C 2.5176 1.4872 3.1209
C 1.7393 0.3529 3.2713
C 2.1594 -0.8598 2.7448
O 1.3258 -1.9525 2.9433
C 0.7358 -2.4806 1.7762
C 0.1312 -1.4049 0.9157
O 0.2859 -1.3992 -0.3525
O -0.5335 -0.4516 1.4032
H 4.9815 -2.3181 1.5959
H 3.5720 -2.5137 0.5627
H 3.5389 -3.1207 2.2192
H 5.1135 0.1102 1.4401
H 2.2057 2.4363 3.5342
H 0.7925 0.3911 3.7919
H -0.0644 -3.1497 2.1002
H 1.4426 -3.0465 1.1655